DFT (the ωB97M-V functional and the def2-TZVPD basis) results for a cluster of 2 separate species, C6H10IN4 in total in a non-equilibrium geometry.

Last column: Mulliken charge in e.
Positions of all 21 atoms, in Å:
C (1.849, 0.733, 0.696)  -0.17
C (0.514, 0.855, 0.894)  -0.74
C (-1.467, -0.293, 0.119)  -0.92
C (-2.016, 0.994, -0.362)  0.38
C (-3.419, 1.098, -0.325)  -0.17
C (-3.927, 2.381, -0.305)  -0.52
N (2.045, -0.467, 0.065)  0.18
N (0.899, -1.070, -0.205)  -0.73
N (-0.045, -0.174, 0.234)  0.68
N (4.239, -2.115, -0.092)  -0.89
I (-4.741, -0.689, -0.031)  0.18
H (2.746, 1.282, 0.941)  0.44
H (-1.773, -0.620, 1.081)  0.45
H (-1.612, -1.263, -0.526)  0.48
H (-1.552, 1.861, -0.820)  0.40
H (-5.021, 2.485, -0.272)  0.25
H (-3.299, 3.178, -0.349)  0.36
H (2.965, -1.108, 0.186)  0.50
H (4.048, -2.390, -1.038)  0.28
H (4.464, -3.044, 0.332)  0.27
H (5.101, -1.633, -0.223)  0.27

LUMO (spin up / spin down) in eV: -6.4 / -6.4
ΔE to the lowest compared entry with this formula, charge and spin in kJ/mol: 316.6
Orbital gap (spin up / spin down) in eV: 5.23 / 5.25
Net charge: +1
F_max in eV/Å: 4.8